# 1
Density functional theory data (the ωB97M-V functional and the def2-TZVPD basis) for C15H19ClN4O in the gas phase.

Geometry as ORCA input:
```
! RIJCOSX wB97M-V def2-TZVPD def2/J DEFGRID3
* xyz 0 1
C 4.733 2.110 -1.045
C 3.813 0.972 -0.743
N 3.160 1.013 0.408
C 2.338 -0.004 0.681
N 2.109 -1.048 -0.118
C 2.768 -1.098 -1.271
C 3.654 -0.091 -1.630
H 4.192 -0.126 -2.562
C 2.498 -2.271 -2.155
H 3.432 -2.754 -2.435
H 2.005 -1.940 -3.068
H 1.857 -2.986 -1.646
N 1.676 0.070 1.855
H 1.916 0.871 2.416
C 0.958 -1.022 2.474
H 1.586 -1.921 2.492
H 0.738 -0.727 3.501
C -0.361 -1.402 1.764
O -0.155 -2.299 0.711
H 0.627 -1.975 0.208
C -1.122 -0.153 1.287
N -2.374 -0.588 0.726
C -3.320 0.251 0.218
C -3.307 1.634 0.437
C -4.322 2.442 -0.036
C -5.382 1.906 -0.747
C -5.416 0.542 -0.987
C -4.403 -0.264 -0.512
Cl -4.466 -1.974 -0.830
H -6.229 0.101 -1.543
H -6.174 2.538 -1.116
H -4.282 3.505 0.152
H -2.489 2.073 0.984
H -2.341 -1.517 0.327
H -0.512 0.388 0.548
H -1.305 0.507 2.141
H -0.994 -1.935 2.484
H 4.445 2.587 -1.980
H 5.753 1.746 -1.152
H 4.693 2.837 -0.239
*
```

Properties
relative energy (zero: lowest compared OMol25 entry of this formula, charge and spin)	0.00	kcal per mole
HOMO	-0.2801	Ha
HOMO-LUMO gap	8.3	eV
electronic energy	-1337.49298	Eh
SMILES	Cc1cc(C)nc(NC[C@H](O)CNc2ccccc2Cl)n1

***

# 2
Density functional theory data (the ωB97M-V functional and the def2-TZVPD basis) for a molecular structure, C46H95F3HgN5O8S.

Geometry as ORCA input:
```
! RIJCOSX wB97M-V def2-TZVPD def2/J DEFGRID3
* xyz 1 1
Hg -0.928 -2.329 -6.430
C -1.099 -1.120 0.727
F -0.673 -2.370 0.811
F -2.350 -1.042 1.244
F -0.341 -0.290 1.553
S -1.059 -0.538 -1.102
O 0.004 -1.067 -1.936
O -2.225 -0.986 -1.806
O -1.138 0.880 -1.013
C -9.754 8.757 3.046
C -8.346 8.617 2.379
C -7.301 8.734 3.480
C -7.308 7.557 4.480
C -7.041 6.287 3.725
C -8.013 6.085 2.541
N -8.166 7.314 1.706
O -9.055 7.085 0.647
C -7.352 5.017 1.606
C -9.354 5.545 3.228
C -8.100 9.798 1.483
H -10.089 9.761 2.783
H -9.852 8.546 4.111
H -10.401 8.039 2.541
H -6.422 8.868 2.849
H -7.301 9.593 4.151
H -8.272 7.435 4.972
H -6.547 7.704 5.246
H -6.990 5.451 4.424
H -6.067 6.446 3.264
H -7.327 3.988 1.962
H -7.936 5.014 0.685
H -6.344 5.361 1.374
H -9.256 4.674 3.877
H -9.855 6.340 3.781
H -10.100 5.385 2.450
H -8.281 10.709 2.053
H -8.747 9.795 0.606
H -7.087 9.814 1.081
H -8.566 7.321 -0.144
C -3.608 6.728 -6.548
C -2.892 6.244 -7.795
C -2.860 7.481 -8.837
C -1.668 8.549 -8.817
C -0.367 7.656 -8.898
C -0.288 6.530 -7.798
N -1.563 5.663 -7.757
O -1.547 4.440 -7.045
C 0.993 5.693 -8.196
C -0.006 7.223 -6.432
C -3.840 5.189 -8.500
H -4.537 7.264 -6.746
H -2.884 7.320 -5.987
H -3.925 5.952 -5.852
H -2.952 7.181 -9.881
H -3.796 7.993 -8.613
H -1.858 9.116 -7.906
H -1.665 9.192 -9.697
H 0.506 8.309 -8.886
H -0.555 7.165 -9.853
H 1.855 6.360 -8.168
H 1.276 4.978 -7.423
H 0.936 5.221 -9.177
H 0.993 7.627 -6.267
H -0.742 7.964 -6.119
H -0.143 6.516 -5.614
H -4.866 5.510 -8.677
H -3.787 4.160 -8.145
H -3.416 5.090 -9.499
H -1.643 4.804 -6.162
C 1.968 -6.181 7.664
C 3.115 -7.115 8.179
C 2.501 -8.113 9.232
C 3.449 -9.118 9.774
C 4.194 -9.857 8.587
C 4.722 -8.942 7.419
N 3.717 -7.895 7.092
O 3.856 -7.250 5.832
C 6.076 -8.407 7.753
C 4.894 -9.948 6.243
C 4.258 -6.148 8.681
H 1.070 -6.072 8.272
H 1.542 -6.712 6.812
H 2.334 -5.279 7.174
H 2.256 -7.591 10.157
H 1.523 -8.439 8.879
H 3.142 -9.819 10.550
H 4.316 -8.607 10.193
H 3.419 -10.512 8.187
H 5.004 -10.462 8.994
H 6.867 -9.098 7.462
H 6.191 -7.493 7.171
H 6.181 -8.070 8.784
H 3.836 -10.072 6.012
H 5.435 -9.573 5.375
H 5.272 -10.926 6.542
H 4.435 -5.432 7.878
H 5.135 -6.626 9.117
H 3.890 -5.532 9.502
H 4.461 -6.552 6.092
C 6.149 -0.023 2.101
C 6.749 1.373 1.738
C 6.326 1.650 0.317
C 6.473 3.045 -0.109
C 5.592 3.896 0.837
C 6.002 3.730 2.306
N 6.006 2.265 2.683
O 6.392 2.092 4.060
C 7.336 4.572 2.566
C 4.803 4.206 3.090
C 8.273 1.384 1.778
H 5.060 0.009 2.135
H 6.525 -0.824 1.465
H 6.434 -0.277 3.122
H 7.063 1.148 -0.310
H 5.393 1.169 0.022
H 7.500 3.409 -0.130
H 5.997 3.152 -1.084
H 4.565 3.758 0.500
H 6.017 4.847 0.516
H 7.706 4.352 3.568
H 7.095 5.602 2.305
H 8.127 4.408 1.835
H 4.933 4.532 4.122
H 3.990 3.498 2.928
H 4.191 4.945 2.572
H 8.669 0.578 1.160
H 8.731 2.319 1.455
H 8.736 1.309 2.762
H 5.592 2.136 4.588
C 2.113 -6.950 -4.521
C 0.983 -8.008 -4.339
C 0.769 -8.086 -2.846
C -0.480 -8.881 -2.365
C -1.624 -8.257 -3.190
C -1.492 -8.125 -4.687
N -0.254 -7.411 -5.015
O -0.095 -7.158 -6.328
C -1.550 -9.527 -5.337
C -2.711 -7.294 -5.186
C 1.439 -9.420 -4.962
H 2.966 -7.385 -3.999
H 1.930 -5.947 -4.135
H 2.605 -6.921 -5.493
H 1.673 -8.383 -2.314
H 0.732 -7.070 -2.453
H -0.672 -8.759 -1.299
H -0.269 -9.897 -2.699
H -1.758 -7.272 -2.745
H -2.570 -8.693 -2.869
H -2.587 -9.769 -5.570
H -1.162 -9.518 -6.356
H -1.282 -10.344 -4.668
H -3.654 -7.694 -4.816
H -2.690 -6.219 -5.010
H -2.802 -7.387 -6.268
H 1.234 -10.346 -4.423
H 2.514 -9.370 -5.131
H 1.001 -9.592 -5.945
H 0.094 -8.032 -6.678
*
```

Properties
relative energy (zero: lowest compared OMol25 entry of this formula, charge and spin)	280.09	kcal per mole
HOMO	-0.3562	Ha
HOMO-LUMO gap	1.0	eV
electronic energy	-3535.68267	Eh

***

# 3
Density functional theory data (the ωB97M-V functional and the def2-TZVPD basis) for 4 unconnected molecules or ions with the total composition C18H32F9NO7P.

Geometry as ORCA input:
```
! RIJCOSX wB97M-V def2-TZVPD def2/J DEFGRID3
* xyz -1 1
N -0.652 -1.876 1.831
C 0.288 -2.263 0.758
C 1.067 -3.543 1.096
C 2.477 -3.629 0.465
C 2.713 -4.751 -0.555
P 3.258 -4.156 -2.310
C 1.574 -3.182 -2.561
C 1.732 -1.709 -2.584
O 0.865 -0.859 -2.574
H -1.546 -2.336 1.691
H -0.844 -0.884 1.736
H 0.993 -1.434 0.618
H -0.224 -2.381 -0.207
H 1.114 -3.593 2.192
H 0.488 -4.420 0.772
H 3.214 -3.704 1.276
H 2.706 -2.667 -0.026
H 1.797 -5.342 -0.692
H 3.499 -5.445 -0.225
H 2.617 -5.342 -2.924
H 3.646 -3.639 -3.653
H 3.872 -2.941 -1.693
H 4.551 -4.863 -2.229
H 1.229 -3.471 -3.567
H 0.776 -3.456 -1.857
H 2.794 -1.371 -2.593
C -6.199 0.938 5.124
C -5.849 0.683 3.677
O -4.555 1.263 3.381
C -3.491 0.548 3.707
O -3.459 -0.548 4.179
C -2.216 1.352 3.345
F -2.322 2.622 3.778
F -2.067 1.384 2.012
F -1.141 0.809 3.889
H -6.112 2.003 5.335
H -7.224 0.626 5.326
H -5.530 0.393 5.790
H -6.522 1.201 2.998
H -5.829 -0.378 3.433
C 5.047 0.807 -2.780
C 5.048 0.383 -4.227
O 6.337 0.658 -4.849
C 7.309 -0.205 -4.624
O 7.291 -1.199 -3.963
C 8.572 0.237 -5.409
F 8.824 1.545 -5.258
F 8.404 0.001 -6.722
F 9.644 -0.440 -5.000
H 5.343 1.853 -2.685
H 4.045 0.686 -2.369
H 5.727 0.188 -2.196
H 4.352 0.970 -4.822
H 4.812 -0.676 -4.335
C -4.248 5.164 -0.330
C -3.819 4.649 1.024
O -4.796 4.989 2.050
C -5.839 4.186 2.132
O -6.106 3.248 1.440
C -6.746 4.603 3.318
F -7.027 5.907 3.311
F -6.141 4.320 4.488
F -7.894 3.925 3.270
H -4.414 6.241 -0.297
H -3.463 4.956 -1.057
H -5.160 4.671 -0.664
H -2.905 5.124 1.371
H -3.688 3.569 1.026
*
```

Properties
HOMO	-0.1363	Ha
HOMO-LUMO gap	5.7	eV
electronic energy	-2526.60419	Eh

***

# 4
Density functional theory data (the ωB97M-V functional and the def2-TZVPD basis) for a gas-phase ion, C9H19N4O (charge +1).

Geometry as ORCA input:
```
! RIJCOSX wB97M-V def2-TZVPD def2/J DEFGRID3
* xyz 1 1
C 0.410 0.978 1.582
C 0.014 0.761 0.309
C -0.429 -1.305 -2.089
C -0.131 0.022 -2.803
C -1.319 -1.127 -0.885
C 0.844 0.883 -2.039
C -0.023 -0.135 2.409
C -0.941 2.433 -1.234
C 1.871 -1.929 1.906
N -0.872 -0.913 1.568
N -0.647 -0.449 0.204
N -0.644 0.109 3.607
N 0.310 1.666 -0.875
O 1.319 -1.030 2.795
H 0.881 1.884 1.965
H -0.827 -1.930 -2.767
H 0.535 -1.590 -1.656
H 0.316 -0.205 -3.809
H -1.055 0.581 -3.052
H -2.179 -0.484 -1.237
H -1.342 -2.098 -0.482
H 1.714 0.456 -1.614
H 1.139 1.621 -2.699
H -1.239 3.291 -0.552
H -0.900 2.963 -2.211
H -1.896 1.766 -1.085
H 2.143 -1.479 0.999
H 1.075 -2.659 1.615
H 2.646 -2.388 2.477
H -0.791 -1.820 1.730
H -0.946 -0.747 4.123
H 0.056 0.417 4.330
H 0.907 2.457 -0.528
*
```

Properties
relative energy (zero: lowest compared OMol25 entry of this formula, charge and spin)	95.99	kcal per mole
HOMO	-0.4153	Ha
HOMO-LUMO gap	8.3	eV
electronic energy	-648.18832	Eh
SMILES	CO[C@@]1(N)C=C2N(CCCC[N@H+]2C)N1

***

# 5
Density functional theory data (the ωB97M-V functional and the def2-TZVPD basis) for 6 unconnected molecules or ions with the total composition C15H28Cl6F3N3O5.

Geometry as ORCA input:
```
! RIJCOSX wB97M-V def2-TZVPD def2/J DEFGRID3
* xyz 0 1
C -1.303 2.667 2.160
O -0.835 1.677 2.716
N -2.486 3.297 2.390
C -3.013 4.540 1.956
C -3.388 2.705 3.355
H -0.799 3.265 1.385
H -2.274 5.178 1.469
H -3.354 5.175 2.773
H -3.807 4.254 1.267
H -3.113 1.687 3.627
H -3.420 3.244 4.303
H -4.380 2.716 2.903
C 3.939 5.083 -0.370
O 3.418 5.339 0.739
N 3.693 3.958 -1.125
C 4.375 3.762 -2.399
C 2.938 2.852 -0.585
H 4.635 5.813 -0.811
H 4.951 2.836 -2.378
H 4.967 4.627 -2.699
H 3.693 3.717 -3.249
H 2.030 2.866 -1.187
H 3.524 1.933 -0.624
H 2.656 2.989 0.458
C -2.056 -5.543 -0.097
O -2.779 -6.386 0.376
N -2.001 -5.264 -1.446
C -1.054 -4.269 -1.900
C -2.601 -6.077 -2.503
H -1.424 -4.821 0.443
H -0.522 -3.800 -1.072
H -1.578 -3.548 -2.527
H -0.352 -4.754 -2.578
H -1.985 -6.832 -2.993
H -3.478 -6.604 -2.129
H -3.000 -5.475 -3.319
C 2.006 -2.780 -2.645
C 1.977 -1.275 -2.568
O 0.597 -0.934 -2.260
C 0.090 0.332 -2.274
O 0.614 1.340 -2.740
C -1.344 0.402 -1.716
F -1.762 -0.730 -1.222
F -1.337 1.289 -0.753
F -2.178 0.791 -2.666
H 1.168 -3.039 -3.292
H 1.840 -3.209 -1.657
H 2.913 -3.089 -3.164
H 2.089 -0.835 -3.558
H 2.648 -0.800 -1.852
C 1.222 -1.131 1.963
Cl 0.046 -2.268 1.133
Cl 1.681 0.121 0.779
Cl 2.649 -2.063 2.502
H 0.752 -0.645 2.818
C -1.112 -0.854 5.303
Cl -0.188 0.381 6.199
Cl -2.695 -1.164 6.046
Cl -0.143 -2.299 4.926
H -1.354 -0.351 4.366
*
```

Properties
relative energy (zero: lowest compared OMol25 entry of this formula, charge and spin)	0.00	kcal per mole
HOMO	-0.3409	Ha
HOMO-LUMO gap	9.7	eV
electronic energy	-4189.54078	Eh
SMILES	CCOC(=O)C(F)(F)F.ClC(Cl)Cl.ClC(Cl)Cl.CN(C)C=O.CN(C)C=O.CN(C)C=O

***

# 6
Density functional theory data (the ωB97M-V functional and the def2-TZVPD basis) for 2 unconnected molecules or ions with the total composition C3H2O2S3.

Geometry as ORCA input:
```
! RIJCOSX wB97M-V def2-TZVPD def2/J DEFGRID3
* xyz 0 1
C -0.900 -0.696 -0.329
C 0.340 -0.076 0.463
C 0.654 1.319 0.159
H -1.307 -1.930 1.216
H 1.125 0.282 -2.052
O -1.529 -1.700 0.352
O -1.197 -0.351 -1.462
S 1.283 -0.863 1.598
S 1.856 1.554 -0.906
S -0.325 2.461 0.961
*
```

Properties
relative energy (zero: lowest compared OMol25 entry of this formula, charge and spin)	65.42	kcal per mole
HOMO	-0.3393	Ha
HOMO-LUMO gap	7.2	eV
electronic energy	-1460.43605	Eh

***

# 7
Density functional theory data (the ωB97M-V functional and the def2-TZVPD basis) for a gas-phase ion, CH4N5 (charge +1).

Geometry as ORCA input:
```
! RIJCOSX wB97M-V def2-TZVPD def2/J DEFGRID3
* xyz 1 1
C -1.664 -0.292 -0.017
N 1.888 -0.654 -0.137
N 0.717 -1.090 -0.126
N 0.453 0.979 0.143
N 1.737 0.701 0.081
N -0.109 -0.136 -0.058
H -1.984 0.488 -0.750
H -1.709 -1.382 -0.191
H -1.828 0.017 1.054
H 2.496 1.369 0.000
*
```

Properties
relative energy (zero: lowest compared OMol25 entry of this formula, charge and spin)	43.59	kcal per mole
HOMO	-0.6610	Ha
HOMO-LUMO gap	12.4	eV
electronic energy	-313.90569	Eh
SMILES	C[n+]1nn[nH]n1

***

# 8
Density functional theory data (the ωB97M-V functional and the def2-TZVPD basis) for C3H6N4O in the gas phase.

Geometry as ORCA input:
```
! RIJCOSX wB97M-V def2-TZVPD def2/J DEFGRID3
* xyz 0 1
C 0.589 0.089 0.565
C 0.081 -1.145 -1.268
C -0.526 0.625 0.042
H 0.700 1.255 2.150
H 2.146 0.479 1.746
H 1.501 -1.801 0.085
H -0.823 -1.988 -2.669
H -2.201 1.279 0.966
H -1.661 2.222 -0.366
N 1.133 0.382 1.810
N 1.098 -0.874 -0.280
N 0.106 -2.059 -2.152
N -1.317 1.639 0.547
O -0.828 -0.103 -1.174
*
```

Properties
relative energy (zero: lowest compared OMol25 entry of this formula, charge and spin)	34.65	kcal per mole
HOMO	-0.2787	Ha
HOMO-LUMO gap	8.3	eV
electronic energy	-412.15372	Eh
SMILES	[H]/N=c1/[nH]c(N)c(N)o1